No. 1
Molecular formula: C7H13N2
Method: DFT, the ωB97M-V functional and the def2-TZVPD basis

## Properties
charge	+1
2S+1	3
calculated total energy	-10435.1221	eV
Kohn-Sham gap (alpha / beta)	0.16952 / 0.25558	Ha
E_HOMO (alpha / beta)	-8.37 / -14.08	eV

Geometry (Å):
C1 2.11329 1.31866 0.19727
C2 1.98506 0.24325 -0.95319
C3 1.26351 0.44793 1.11889
C4 0.18299 -1.61869 -0.18994
C5 1.31387 -2.16149 0.12921
C6 -2.26167 0.06371 0.31034
C7 1.28505 -0.68087 -0.00766
N1 -1.76792 1.04979 -0.41096
N2 -3.48645 -0.35310 0.02557
H1 3.15761 1.49109 0.43079
H2 1.55251 2.27071 -0.28919
H3 1.37416 0.51454 -1.83777
H4 2.99836 0.05086 -1.36598
H5 1.54860 0.05321 2.09819
H6 0.29012 0.70861 1.37135
H7 -0.81253 -1.85032 -0.36905
H8 1.99533 -3.01871 0.27948
H9 -1.78093 -0.20347 1.13001
H10 -1.05304 1.68216 -0.09575
H11 -2.01233 1.15007 -1.37193
H12 -4.14279 0.13244 -0.55146
H13 -3.74282 -1.29038 0.35177

No. 2
Molecular formula: C33H43N6O4PRb
Method: DFT, the ωB97M-V functional and the def2-TZVPD basis

## Properties
charge	-2
2S+1	2
calculated total energy	-61994.3025	eV
Kohn-Sham gap (alpha / beta)	0.08438 / 0.18257	Ha
E_HOMO (alpha / beta)	1.46 / -1.22	eV

Geometry (Å):
Rb1 -0.78851 -0.44385 -0.17771
O1 -0.94768 1.63098 1.71430
C1 -0.58106 0.74968 2.56949
C2 -1.42595 0.35436 3.65015
C3 -1.06368 -0.61379 4.55462
C4 0.17898 -1.25504 4.46616
C5 1.03566 -0.89551 3.45201
C6 0.70218 0.09276 2.51627
C7 1.65036 0.52880 1.52022
N1 2.79437 0.00096 1.30328
C8 3.65299 0.62028 0.31506
C9 3.16797 0.55826 -1.14878
N2 2.91634 -0.79063 -1.56771
C10 1.71158 -1.06530 -1.89683
C11 1.17313 -2.37451 -2.15374
C12 1.95383 -3.53090 -2.03433
C13 1.41267 -4.78990 -2.16354
C14 0.03249 -4.90731 -2.40016
C15 -0.76241 -3.79926 -2.52978
C16 -0.24465 -2.46382 -2.43185
O2 -0.98598 -1.44779 -2.58534
H1 -2.40238 0.82336 3.71677
H2 -1.75721 -0.90449 5.33662
H3 0.44454 -2.03334 5.17040
H4 2.00304 -1.37384 3.34582
H5 1.33302 1.42880 0.98078
H6 4.61938 0.11169 0.35710
H7 3.82439 1.68652 0.54201
H8 3.97038 0.99572 -1.75944
H9 2.27474 1.19643 -1.26400
H10 0.96599 -0.26031 -1.98058
H11 3.00811 -3.40043 -1.81434
H12 2.02769 -5.67538 -2.04924
H13 -0.41303 -5.89566 -2.46745
H14 -1.82998 -3.89594 -2.69176
O3 -1.82208 -2.42320 1.11672
N3 -2.10078 -3.11647 2.21675
C17 -1.21178 -4.03053 2.73206
C18 -1.47780 -4.73129 3.86946
C19 -2.69930 -4.54053 4.57935
C20 -3.61156 -3.62441 4.01330
C21 -3.31738 -2.94604 2.86613
H15 -0.29417 -4.12819 2.16997
H16 -0.73627 -5.42929 4.24029
H17 -2.91386 -5.06835 5.49924
H18 -4.56706 -3.43712 4.49234
H19 -3.97489 -2.22812 2.39974
O4 -0.99889 2.02482 -1.80121
P1 -1.14765 3.48215 -1.76516
N4 0.26377 4.30244 -1.46431
C22 1.07530 3.81575 -0.33549
C23 2.22462 4.81126 -0.28909
C24 1.52883 6.12991 -0.64345
C25 0.52163 5.71996 -1.72353
N5 -2.34051 3.94715 -0.70917
C26 -2.42281 5.27214 -0.11346
C27 -3.64008 5.16177 0.79870
C28 -3.50427 3.73583 1.34202
C29 -3.01457 2.93451 0.13730
N6 -1.61906 4.21352 -3.23546
C30 -2.97970 3.82659 -3.64600
C31 -3.03298 4.28636 -5.09793
C32 -1.62655 3.95339 -5.62711
C33 -0.73904 3.85656 -4.36828
H20 1.39636 2.79736 -0.52655
H21 0.51452 3.81012 0.60749
H22 2.96554 4.55755 -1.05133
H23 2.71614 4.83316 0.68259
H24 2.21719 6.89694 -1.00035
H25 1.00768 6.51623 0.23604
H26 0.96577 5.84223 -2.71886
H27 -0.38911 6.32148 -1.69648
H28 -2.53074 6.04368 -0.88283
H29 -1.53351 5.50821 0.48900
H30 -4.55601 5.25297 0.20796
H31 -3.64926 5.92556 1.57756
H32 -4.43738 3.34281 1.74424
H33 -2.74490 3.69645 2.12559
H34 -3.84966 2.48984 -0.41590
H35 -2.32648 2.14938 0.44663
H36 -3.71784 4.31313 -3.01015
H37 -3.12761 2.73888 -3.59052
H38 -3.20771 5.36369 -5.13352
H39 -3.82214 3.78760 -5.66096
H40 -1.26591 4.71767 -6.31640
H41 -1.63058 3.00093 -6.15624
H42 0.10689 4.54565 -4.40689
H43 -0.34458 2.84148 -4.25851

No. 3
Molecular formula: C4H5NO3
Method: DFT, the ωB97M-V functional and the def2-TZVPD basis

## Properties
charge	0
2S+1	1
calculated total energy	-11855.6555	eV
Kohn-Sham gap	0.29622	Ha
SMILES	C=C=C=O.NOC=O
E_HOMO	-9.15	eV

Geometry (Å):
C1 1.29682 1.67575 -0.02640
C2 1.43791 0.36725 -0.22575
N1 -2.73914 0.06362 0.21562
C3 -0.56449 -0.74638 -0.43858
C4 2.40041 -0.52415 -0.00837
O1 -1.33031 0.19208 0.41652
O2 1.56783 2.80234 0.00123
O3 -0.19915 -1.83589 -0.04924
H1 -3.11954 1.00643 0.16946
H2 -3.13725 -0.40921 1.02382
H3 -1.04099 -0.64575 -1.43514
H4 3.32503 -0.39344 0.53958
H5 2.10289 -1.55266 -0.18274